Computed, not measured: a structure of composition C24H19ClIN4O4TcTe at a distorted geometry, with ωB97M-V/def2-TZVPD.

Last column: Löwdin charge in e.
CARTESIAN COORDINATES (ANGSTROEM)
I (-2.189, -2.939, -4.556)  0.817
Te (2.263, -1.541, -0.736)  1.183
Tc (0.210, 1.581, 0.522)  1.379
Cl (6.359, 4.104, -2.561)  0.625
O (-1.775, 1.964, 0.434)  -0.194
O (2.199, 1.385, 0.531)  -0.318
O (-3.985, 1.992, 0.186)  0.048
O (0.418, 2.392, -1.273)  -0.195
N (-0.575, 0.966, 4.801)  0.072
N (-1.349, -1.067, 0.432)  0.057
N (0.178, -0.181, 6.842)  0.052
N (0.036, 1.068, 2.453)  -0.037
C (1.428, 2.865, -1.840)  -0.199
C (-3.358, -0.992, 1.852)  -0.010
C (-3.440, 0.478, -2.210)  -0.010
C (-3.948, -1.264, 3.079)  -0.079
C (-2.887, 1.509, -0.030)  -0.617
C (-2.022, -1.315, 1.641)  -0.247
C (-1.903, -2.205, 3.880)  -0.097
C (-3.296, -0.440, -3.240)  -0.152
C (-0.223, 0.993, 3.592)  -0.337
C (4.450, 1.880, 0.159)  -0.004
C (-0.149, 0.331, 5.853)  -0.439
C (2.768, 2.740, -1.367)  -0.150
C (-2.483, -1.539, -3.024)  -0.734
C (3.088, 1.994, -0.200)  -0.371
C (-1.865, -1.745, -1.807)  -0.111
C (-2.012, -0.813, -0.777)  -0.218
C (-3.234, -1.871, 4.098)  -0.103
C (-2.785, 0.331, -0.993)  -0.082
C (5.434, 2.514, -0.553)  -0.096
C (3.799, 3.382, -2.088)  -0.070
C (-1.302, -1.933, 2.666)  -0.050
C (2.170, -3.525, -1.541)  -0.474
C (5.095, 3.282, -1.678)  -0.672
C (1.640, -0.684, -2.586)  -0.418
H (-4.981, -0.981, 3.233)  0.102
H (1.562, 0.392, -2.452)  -0.030
H (-3.796, -0.293, -4.186)  0.088
H (2.547, -4.218, -0.791)  -0.013
H (2.786, -3.597, -2.434)  -0.006
H (-3.943, -0.517, 1.077)  0.103
H (-1.260, -2.627, -1.635)  0.094
H (-0.498, -1.605, 0.328)  0.038
H (2.380, -0.905, -3.352)  0.005
H (3.549, 3.956, -2.972)  0.112
H (-0.259, -2.181, 2.503)  0.110
H (1.260, 3.413, -2.771)  0.131
H (0.669, -1.079, -2.868)  -0.014
H (-3.697, -2.068, 5.055)  0.096
H (4.689, 1.276, 1.023)  0.122
H (-4.057, 1.357, -2.348)  0.123
H (1.143, -3.790, -1.786)  -0.016
H (-1.321, -2.660, 4.671)  0.102
H (6.470, 2.427, -0.257)  0.104

Output
- HOMO level (alpha / beta) (eV) = -4.5539 / -4.2135
- HOMO-LUMO gap (alpha / beta) (eV) = 6.17 / 5.72
- ⟨S²⟩ = 0.775
- multiplicity = 2
- charge = -1


Computed, not measured: a structure of composition C24H19ClN13O2PdSSe, with ωB97M-V/def2-TZVPD.

Last column: Löwdin charge in e.
CARTESIAN COORDINATES (ANGSTROEM)
Pd (-0.543, -1.133, 0.094)  0.689
Se (0.588, -1.203, 2.300)  0.763
Cl (-0.109, -8.225, -1.647)  0.688
S (1.796, 1.344, -3.170)  1.189
O (-3.020, -2.377, -2.833)  0.091
O (-1.320, -1.485, -1.758)  -0.241
N (-1.973, -3.332, 1.412)  -0.045
N (0.507, 0.383, -1.091)  0.042
N (-1.811, 1.945, 0.042)  -0.151
N (-2.872, 2.532, -0.482)  0.093
N (-3.166, -3.763, 1.570)  -0.040
N (1.421, 1.492, 2.914)  -0.075
N (-3.969, -0.606, 0.417)  0.179
N (-2.053, 0.723, 0.487)  0.117
N (-4.071, -2.818, 1.224)  0.067
N (1.276, -1.226, -2.572)  0.205
N (-2.046, -2.061, 0.952)  -0.161
N (-3.846, 1.684, -0.384)  0.119
N (2.566, 0.615, 1.292)  0.125
C (1.031, 2.439, -2.043)  -0.436
C (0.279, 4.540, -1.070)  -0.023
C (1.577, 0.376, 2.177)  -0.697
C (-1.464, -3.940, -2.012)  -0.146
C (2.319, 2.469, 2.480)  -0.168
C (2.538, 3.771, 2.908)  0.010
C (0.482, 1.660, 4.016)  -0.001
C (-0.626, -6.577, -1.790)  -0.660
C (4.032, 2.625, 0.765)  -0.002
C (4.248, 3.925, 1.187)  -0.064
C (-2.005, -2.545, -2.201)  -0.563
C (-3.359, -1.791, 0.838)  -0.433
C (3.047, 1.911, 1.433)  -0.182
C (-2.152, -4.962, -2.665)  -0.002
C (3.514, 4.488, 2.238)  -0.060
C (-0.350, -4.275, -1.243)  -0.067
C (-0.445, 2.425, 0.020)  -0.147
C (-3.321, 0.557, 0.189)  -0.368
C (0.369, 1.685, -1.025)  -0.169
C (1.172, 0.029, -2.248)  -0.600
C (-1.737, -6.276, -2.562)  -0.081
C (-0.421, 3.915, -0.121)  0.023
C (1.011, 3.789, -2.063)  0.021
C (0.075, -5.586, -1.124)  -0.095
H (-3.024, -4.706, -3.251)  0.124
H (0.535, -1.826, -2.165)  0.089
H (0.164, -3.495, -0.695)  0.065
H (1.007, 1.601, 4.967)  0.112
H (4.614, 2.185, -0.034)  0.120
H (0.923, -5.846, -0.505)  0.108
H (5.014, 4.517, 0.705)  0.114
H (1.985, 4.203, 3.731)  0.121
H (-0.259, 0.867, 3.957)  0.059
H (1.675, -1.507, -3.456)  0.147
H (-2.271, -7.069, -3.066)  0.111
H (-0.003, 2.631, 3.926)  0.099
H (0.287, 5.619, -1.132)  0.127
H (-4.950, -0.675, 0.196)  0.161
H (-1.007, 4.465, 0.602)  0.136
H (3.725, 5.504, 2.542)  0.115
H (2.901, -0.102, 0.669)  0.157
H (-0.020, 2.163, 1.000)  0.155
H (1.533, 4.332, -2.843)  0.137

Output
- HOMO level (eV) = -10.7656
- HOMO-LUMO gap (eV) = 4.76
- charge = +1